Entry from the Open Molecules 2025 dataset: a cluster of 11 separate species, C51H123F5N18O21P6 in total (ωB97M-V/def2-TZVPD).

## Properties
HOMO energy in eV: -7.9894
Frontier orbital gap in eV: 8.287
E_tot in eV: -194021.317
SMILES string: CN(C)P(=O)(N(C)C)N(C)C.CN(C)P(=O)(N(C)C)N(C)C.CN(C)P(=O)(N(C)C)N(C)C.CN(C)P(=O)(N(C)C)N(C)C.CN(C)P(=O)(N(C)C)N(C)C.CN(C)P(=O)(N(C)C)N(C)C.O=C1OC[C@@H](F)O1.O=C1OC[C@@H](F)O1.O=C1OC[C@@H](F)O1.O=C1OC[C@@H](F)O1.O=C1OC[C@@H](F)O1
Energy above the lowest of the compared OMol25 structures with the same formula, charge and spin in kJ/mol: 236.3

Geometry as ORCA input:
```
! RIJCOSX wB97M-V def2-TZVPD def2/J DEFGRID3
* xyz 0 1
P -25.99 15.75 1.33
P -17.22 6.98 3.65
P -19.76 -2.01 -2.02
P -20.31 16.62 11.02
P -12.52 7.92 -6.65
P -8.34 10.40 10.78
F -23.43 15.13 -8.51
F -25.06 4.63 3.76
F -7.79 1.67 7.28
F -8.94 11.27 1.21
F -15.30 7.75 11.82
O -11.79 13.82 0.40
O -24.19 14.43 -5.49
O -16.77 5.97 2.67
O -26.99 5.30 5.64
O -23.36 13.31 -7.19
O -9.52 13.97 0.03
O -16.46 5.85 12.08
O -14.49 5.41 12.99
O -22.55 12.97 -5.11
O -25.83 6.88 6.95
O -18.84 16.65 11.28
O -9.45 -0.96 10.34
O -24.93 5.08 5.94
O -10.59 11.90 -0.34
O -9.35 1.42 10.16
O -11.61 8.16 -5.46
O -8.98 9.11 10.32
O -9.25 0.18 8.30
O -15.49 3.84 11.58
O -26.68 16.50 0.19
O -19.19 -3.34 -2.25
N -18.64 -0.70 -2.26
N -20.57 17.08 9.39
N -8.45 10.88 12.44
N -21.06 -1.66 -3.05
N -11.87 8.51 -8.17
N -26.75 15.92 2.84
N -18.21 8.24 3.01
N -15.91 7.81 4.41
N -21.28 17.56 12.10
N -14.13 8.59 -6.49
N -20.38 -1.75 -0.39
N -26.02 14.04 1.05
N -18.16 6.40 4.90
N -6.65 10.49 10.47
N -24.29 16.14 1.51
N -21.02 15.12 11.15
N -9.11 11.77 9.96
N -12.88 6.26 -6.82
C -8.62 12.95 -0.34
C -26.74 3.95 5.22
C -26.65 13.48 -0.16
C -15.14 8.80 3.57
C -23.32 13.56 -5.84
C -10.76 13.28 0.03
C -23.35 15.81 0.42
C -15.04 6.50 13.64
C -8.86 2.28 9.23
C -10.97 7.64 -9.01
C -8.60 11.89 8.56
C -27.47 17.18 3.09
C -15.14 7.07 5.44
C -21.57 14.61 12.43
C -19.53 17.51 8.45
C -8.21 12.22 12.96
C -18.55 7.34 5.99
C -20.55 13.93 10.28
C -5.87 9.24 10.22
C -11.59 10.02 -8.25
C -20.45 -2.68 0.70
C -24.99 14.79 -6.59
C -20.93 -0.43 -0.01
C -15.97 7.02 12.64
C -9.39 0.11 9.69
C -25.92 5.90 6.21
C -20.61 18.48 13.05
C -22.72 17.73 12.03
C -17.86 -0.72 -3.53
C -13.60 5.68 -7.90
C -14.86 8.36 -5.22
C -17.74 -0.23 -1.21
C -21.42 -2.69 -4.00
C -21.79 -0.36 -3.15
C -25.29 4.13 4.98
C -24.24 14.22 -7.80
C -10.58 11.96 9.88
C -14.88 9.13 -7.62
C -15.44 4.92 12.18
C -18.52 9.49 3.68
C -9.19 11.58 -0.07
C -25.31 13.02 1.80
C -5.78 11.61 10.64
C -26.65 15.04 3.93
C -18.99 8.06 1.83
C -18.03 5.02 5.34
C -8.77 9.87 13.42
C -12.66 5.41 -5.68
C -9.00 1.58 7.89
C -24.05 17.58 1.92
C -21.97 16.94 8.82
H -11.15 7.75 -10.08
H -25.59 14.80 4.02
H -27.44 14.03 -0.69
H -9.51 9.19 13.02
H -26.99 17.88 3.78
H -19.77 18.95 12.54
H -9.37 12.22 7.87
H -15.47 6.07 14.54
H -22.30 -2.45 -4.60
H -21.89 -0.02 -4.18
H -8.72 10.83 -0.71
H -19.45 7.92 5.77
H -18.54 7.41 1.08
H -6.29 12.57 10.53
H -23.18 17.60 11.05
H -18.27 -0.10 -0.26
H -5.29 9.37 9.31
H -24.65 17.93 2.76
H -14.46 7.46 -4.76
H -6.54 8.39 10.07
H -19.68 13.51 10.78
H -21.23 0.50 -2.77
H -19.89 7.54 2.16
H -8.40 12.84 12.08
H -21.98 16.26 7.97
H -20.47 14.25 9.24
H -23.64 16.30 -0.50
H -22.65 14.70 12.33
H -11.06 6.63 -8.62
H -21.27 13.12 10.20
H -9.04 12.27 13.67
H -23.10 16.99 12.74
H -19.89 17.22 7.46
H -15.92 8.19 -5.41
H -22.67 16.47 9.51
H -23.09 17.63 2.43
H -7.72 12.54 8.56
H -13.52 5.30 -5.02
H -18.38 10.37 3.04
H -19.30 8.99 1.37
H -15.73 9.70 3.42
H -17.33 0.23 -3.57
H -9.72 2.02 7.21
H -21.33 13.56 12.59
H -14.77 9.19 -4.52
H -7.65 13.08 0.15
H -15.01 8.38 -8.41
H -16.99 -1.38 -3.54
H -25.08 15.87 -6.71
H -7.18 12.26 13.31
H -17.04 4.88 5.78
H -8.26 12.91 -1.37
H -9.09 10.26 14.39
H -10.54 10.28 -8.18
H -12.03 10.70 -7.52
H -9.52 3.14 9.29
H -18.96 6.78 6.83
H -22.34 17.86 8.38
H -23.19 14.73 0.30
H -14.31 6.58 4.93
H -14.22 9.09 4.09
H -24.88 13.73 -8.54
H -11.85 5.85 -5.09
H -27.23 14.11 3.93
H -21.96 -0.28 -0.33
H -24.65 3.27 5.19
H -14.43 5.11 -7.49
H -20.18 -3.66 0.30
H -14.68 7.72 6.19
H -7.94 9.20 13.65
H -11.02 11.41 10.71
H -25.98 14.36 -6.68
H -12.35 4.40 -5.97
H -22.36 16.23 0.59
H -26.09 12.43 2.29
H -28.47 16.98 3.49
H -11.93 10.34 -9.24
H -17.30 0.73 -1.46
H -20.36 0.43 -0.38
H -4.99 11.62 9.89
H -12.84 5.12 -8.45
H -20.06 17.96 13.83
H -11.07 12.93 9.87
H -17.75 7.93 6.43
H -14.99 8.35 2.59
H -8.24 10.93 8.20
H -5.40 11.55 11.66
H -23.96 18.37 1.17
H -23.00 18.72 12.38
H -13.93 6.50 -8.54
H -15.75 6.34 5.96
H -18.80 4.85 6.09
H -14.30 10.00 -7.94
H -10.97 11.46 9.00
H -19.58 9.47 3.93
H -18.57 17.01 8.57
H -27.62 17.66 2.13
H -21.55 -3.67 -3.54
H -21.23 15.18 13.29
H -24.72 12.43 1.10
H -21.22 19.24 13.55
H -9.95 7.86 -8.70
H -22.65 -0.41 -2.47
H -20.56 -2.72 -4.67
H -24.73 13.51 2.59
H -18.49 -0.79 -4.41
H -27.07 3.28 6.02
H -21.03 -0.36 1.07
H -16.75 7.63 13.10
H -19.97 -2.35 1.62
H -18.09 4.40 4.44
H -19.29 18.57 8.56
H -16.95 -0.89 -0.84
H -25.91 13.34 -0.94
H -27.25 3.69 4.30
H -7.82 2.53 9.47
H -17.93 9.66 4.58
H -21.48 -2.84 1.02
H -14.43 7.24 14.16
H -5.18 9.09 11.05
H -26.87 15.59 4.84
H -15.91 9.34 -7.33
H -27.03 12.47 -0.03
*
```